Entry from the OMol25 dataset: a structure of composition C8H20AgO5S at a distorted geometry (ωB97M-V/def2-TZVPD).

The geometry in XYZ format:
```
35
Properties=species:S:1:pos:R:3:nbo_charge:R:1
Ag 0.4995 -0.1385 0.4230 0.838
C -2.1473 1.6360 1.8678 -0.626
C -1.9970 0.4933 2.8829 -0.034
O -0.8841 -0.2252 2.4623 -0.979
H -2.4037 1.3562 0.8460 0.196
H -1.2891 2.3005 1.9675 0.229
H -3.0085 2.1536 2.2905 0.118
H -2.8575 -0.1729 2.9452 0.061
H -1.9655 0.8122 3.9248 0.066
C 3.3053 -1.1606 -0.0900 -0.646
C 2.8480 -2.2855 0.8372 -0.053
O 1.4560 -2.3409 0.9092 -0.972
H 3.9302 -0.4914 0.5013 0.190
H 2.4940 -0.6276 -0.5858 0.212
H 3.8513 -1.5855 -0.9322 0.162
H 3.3363 -2.3335 1.8106 0.084
H 3.0948 -3.2406 0.3736 0.070
O 2.8939 3.7400 -1.6713 -1.035
C 2.6018 3.8581 -0.2670 -0.096
C 1.7252 2.7026 0.3916 -0.096
O 0.6003 2.2672 -0.4179 -1.021
H 1.9673 4.7430 -0.3163 0.092
H 3.4838 3.9401 0.3682 0.062
H 1.3373 3.2033 1.2787 0.077
H 2.1777 1.7489 0.6632 0.108
C -3.6108 -2.8844 -2.0627 -0.853
S -2.6606 -1.5361 -1.3388 1.201
O -1.6705 -1.9952 -0.2637 -0.876
C -1.5584 -1.1152 -2.7570 -0.815
H -4.0394 -2.6402 -3.0347 0.207
H -4.4630 -3.1358 -1.4313 0.220
H -3.0487 -3.8065 -2.2107 0.218
H -0.8602 -0.2849 -2.6519 0.293
H -2.1740 -0.9789 -3.6462 0.182
H -0.9647 -1.9756 -3.0658 0.216
```

Net charge: -3
HOMO-LUMO gap (eV): 2.0
E_tot (eV): -33678.624
E_LUMO (eV): 5.824

=====

Entry from the OMol25 dataset: a structure of composition C37H61AsCoN3O7SSbSi at a distorted geometry (ωB97M-V/def2-TZVPD).

The geometry in XYZ format:
```
113
Properties=species:S:1:pos:R:3:lowdin_spin:R:1
Co -1.0611 0.7113 -0.4400 0.956
C -2.1083 0.2524 -3.6006 0.002
C -3.2932 0.4478 -2.7019 0.000
C -4.5583 0.5821 -3.2724 0.000
C -5.6706 0.7355 -2.4739 0.000
C -5.5018 0.7216 -1.0967 0.000
C -4.2207 0.5872 -0.5849 -0.001
N -3.1277 0.4733 -1.3660 -0.006
Sb -4.0177 0.3940 1.5490 0.001
C -2.7778 2.1310 1.7298 0.000
C -3.2601 3.0821 2.6154 0.001
C -2.5789 4.2827 2.7329 -0.002
C -1.4565 4.4736 1.9570 0.002
C -1.0206 3.4845 1.0717 0.002
C 0.1847 3.7621 0.2238 0.000
N -1.6857 2.3080 0.9709 0.035
C -2.6361 -1.2228 1.2881 -0.001
C -3.0035 -2.3684 1.9749 0.000
C -2.2426 -3.5172 1.8206 0.000
C -1.1638 -3.4684 0.9699 0.000
C -0.8496 -2.2963 0.2796 0.001
C 0.3326 -2.2992 -0.6291 0.002
N -1.5788 -1.1711 0.4483 -0.006
H -2.4021 -0.3137 -4.4828 0.000
H -1.3086 -0.2685 -3.0758 0.001
H -1.7316 1.2216 -3.9301 0.000
H -4.6483 0.5620 -4.3512 0.000
H -6.6575 0.8440 -2.9120 0.000
H -6.3443 0.8100 -0.4243 0.000
H -4.1550 2.8873 3.1932 0.000
H -2.9185 5.0521 3.4151 0.000
H -0.8992 5.4003 2.0116 0.000
H 0.7088 4.6423 0.5923 0.000
H -0.1292 3.9512 -0.8025 0.000
H 0.8524 2.9015 0.2326 0.000
H -3.8705 -2.3528 2.6218 0.000
H -2.4960 -4.4294 2.3485 0.000
H -0.5500 -4.3443 0.8030 0.000
H 0.5716 -3.3187 -0.9313 0.000
H 1.1809 -1.8718 -0.0904 0.000
H 0.1626 -1.6900 -1.5107 0.001
C 1.1924 1.1516 -4.4472 0.000
C 1.1103 1.4665 -2.9658 0.001
C 2.3680 2.1845 -2.4857 0.000
O 0.9344 0.2291 -2.2972 0.014
C -0.0996 2.4069 -2.7180 0.000
O -0.1870 3.4143 -3.4119 -0.001
O -0.9546 2.0976 -1.7968 -0.006
H 2.1306 0.6385 -4.6732 0.000
H 1.1328 2.0772 -5.0172 0.000
H 0.3615 0.5026 -4.7405 0.000
H 3.2624 1.6412 -2.8021 0.000
H 2.3734 2.2588 -1.3916 0.000
H 2.3935 3.1907 -2.9053 0.000
H 1.2650 0.2783 -1.3735 0.001
C -2.7859 -5.9814 -3.7814 0.000
As -3.4113 -4.1520 -3.8211 0.000
C -2.4935 -3.4037 -5.3506 0.000
C -5.2524 -4.3057 -4.3866 0.000
S -3.1881 -3.1690 -2.0153 0.000
H -3.1120 -6.5095 -4.6786 0.000
H -3.1906 -6.4589 -2.8940 0.000
H -1.7009 -5.9847 -3.7198 0.000
H -2.3783 -4.1693 -6.1163 0.000
H -1.5214 -3.0432 -5.0310 0.000
H -3.0738 -2.5751 -5.7473 0.000
H -5.3373 -4.9577 -5.2562 0.000
H -5.6314 -3.3155 -4.6224 0.000
H -5.8201 -4.7105 -3.5562 0.000
C 4.0119 3.9020 1.6203 0.000
C 3.1938 2.9318 2.4638 0.000
C 2.0220 3.6887 3.1016 0.000
C 4.0743 2.3367 3.5632 0.000
O 2.7701 1.9009 1.5471 0.000
Si 1.8260 0.5399 1.6185 0.001
O 0.7118 0.6116 0.4906 -0.001
O 1.2385 0.4297 3.1516 0.000
C 1.0499 -0.6447 4.0789 0.000
C 2.3859 -1.0697 4.6879 0.000
C 0.3995 -1.8328 3.3801 0.000
C 0.1304 -0.1067 5.1658 0.000
O 2.7721 -0.8015 1.4262 0.000
C 3.9733 -1.0591 0.6992 0.000
C 3.9069 -0.4677 -0.7077 0.000
C 5.1664 -0.4619 1.4386 0.000
C 4.1137 -2.5732 0.6321 0.000
H 4.3206 4.7673 2.2156 0.000
H 3.4135 4.2458 0.7718 0.000
H 4.9042 3.4016 1.2332 0.000
H 2.3943 4.3178 3.9139 0.000
H 1.2921 2.9898 3.5034 0.000
H 1.5274 4.3287 2.3706 0.000
H 4.4226 3.1210 4.2385 0.000
H 4.9465 1.8428 3.1301 0.000
H 3.5056 1.6016 4.1359 0.000
H 3.0767 -1.3571 3.8912 0.000
H 2.2436 -1.9180 5.3634 0.000
H 2.8237 -0.2461 5.2563 0.000
H 1.0693 -2.2136 2.6009 0.000
H -0.5308 -1.5066 2.9097 0.000
H 0.1804 -2.6368 4.0888 0.000
H 0.5929 0.7555 5.6547 0.000
H -0.0668 -0.8756 5.9175 0.000
H -0.8184 0.2146 4.7247 0.000
H 3.7405 0.6134 -0.6417 0.000
H 3.0905 -0.9093 -1.2850 0.000
H 4.8482 -0.6447 -1.2340 0.000
H 5.0985 0.6280 1.4259 0.000
H 6.0995 -0.7603 0.9547 0.000
H 5.1828 -0.8055 2.4776 0.000
H 3.2597 -3.0113 0.1060 0.000
H 4.1501 -2.9907 1.6427 0.000
H 5.0307 -2.8470 0.1049 0.000
```

Spin multiplicity: 2
⟨S²⟩: 0.76
HOMO-LUMO gap (spin up / spin down) (eV): 8.3 / 8.3
E_tot (eV): -181885.263
E_LUMO (spin up / spin down) (eV): 0.222 / 0.191

=====

- Which formula does entry 2 have?
  C37H61AsCoN3O7SSbSi